DFT (the ωB97M-V functional and the def2-TZVPD basis) results for one molecule with the formula C23H33N5O2.

Structure (SMILES): CCCCNC(=O)CCC(=O)Nc1ccc2nc(N3CCN(C)CC3)cc(C)c2c1
2S+1: 1
E_tot (eV): -35934.0953
Frontier orbital gap (eV): 8.0
Relative energy (zero: lowest compared OMol25 entry of this formula, charge and spin) (kcal/mol): 4.97

```
63
Properties=species:S:1:pos:R:3:forces:R:3
C 3.20816 4.13919 1.00660 0.102 -0.006 -0.235
C 3.59945 3.32823 -0.22364 -0.192 -0.133 0.213
C 3.61131 1.82176 0.02957 0.305 0.195 -0.100
C 4.72178 1.38712 0.98699 -0.102 0.199 -0.085
N 4.83745 -0.05493 1.02198 -0.341 0.140 0.206
C 5.91425 -0.71049 0.53565 -0.162 -0.528 0.424
O 6.94299 -0.15850 0.21371 0.389 0.116 -0.286
C 5.72754 -2.22284 0.43601 0.171 0.136 -0.184
H 5.11150 -2.58351 1.26249 0.027 -0.025 0.007
C 5.09325 -2.56985 -0.92079 0.035 0.109 -0.021
H 4.98086 -3.65254 -1.01449 0.006 0.006 -0.027
C 3.74385 -1.88527 -1.07951 0.382 -0.398 -0.141
O 3.56065 -0.95969 -1.83859 -0.069 0.144 -0.155
N 2.79644 -2.39981 -0.24526 -0.082 -0.371 0.304
C 1.48116 -1.96005 -0.02314 -0.209 0.417 -0.187
C 0.96516 -0.82316 -0.60190 0.220 -0.064 -0.066
C -0.34510 -0.41212 -0.31439 -0.373 -0.356 0.433
C -1.14418 -1.18109 0.57170 0.479 0.269 -0.417
N -2.41173 -0.86392 0.88155 -0.588 0.214 -0.022
C -2.95759 0.21758 0.35703 0.591 -0.436 0.284
N -4.22391 0.52491 0.76474 -0.254 0.142 0.196
C -5.13844 1.34303 0.00519 -0.123 0.059 -0.432
H -4.61126 2.08964 -0.58474 -0.030 0.003 0.067
C -5.99835 0.46269 -0.90746 0.003 0.249 0.159
N -6.73709 -0.48892 -0.09937 0.033 0.010 -0.029
C -7.65334 -1.27654 -0.89320 0.039 0.033 0.015
H -8.21791 -1.93456 -0.23439 -0.060 -0.058 -0.031
H -8.34962 -0.60957 -1.39991 -0.064 -0.033 -0.054
H -7.14214 -1.89221 -1.65042 0.005 -0.020 -0.020
C -5.81875 -1.32255 0.65836 0.075 0.145 0.250
C -4.95075 -0.44335 1.55895 -0.065 -0.429 0.154
H -4.22901 -1.05140 2.10150 -0.204 0.090 0.024
H -5.58954 0.10331 2.25825 0.005 -0.045 -0.009
H -6.40305 -2.01318 1.26994 0.036 -0.036 -0.010
H -5.16084 -1.91208 -0.00535 -0.039 -0.015 0.016
H -6.71218 1.08464 -1.45298 0.035 -0.011 -0.038
H -5.34299 -0.04435 -1.64139 -0.041 0.024 0.002
H -5.79308 1.85826 0.71539 0.042 0.036 -0.103
C -2.22368 1.06433 -0.52255 0.191 0.031 -0.192
C -0.93680 0.76395 -0.86292 -0.298 0.025 0.077
C -0.15682 1.65025 -1.78188 -0.080 -0.010 0.026
H -0.76266 2.49128 -2.11075 0.005 0.040 -0.028
H 0.72855 2.03402 -1.27744 0.122 0.045 -0.010
H 0.17424 1.09389 -2.65731 0.074 0.003 -0.080
H -2.67474 1.96069 -0.91824 0.003 0.063 -0.039
C -0.58945 -2.34285 1.14876 0.211 -0.042 -0.051
C 0.69036 -2.71986 0.86050 -0.110 0.041 0.010
H 1.10869 -3.61179 1.30866 0.015 -0.092 0.056
H -1.20538 -2.92012 1.82008 -0.069 -0.054 0.070
H 1.57191 -0.25440 -1.28409 0.064 0.018 -0.027
H 3.04891 -3.22829 0.27611 0.073 0.156 -0.137
H 5.74425 -2.21268 -1.71942 -0.109 -0.047 0.007
H 6.71097 -2.68975 0.49811 -0.065 0.074 0.070
H 3.98452 -0.56088 1.20286 0.117 -0.149 -0.023
H 4.52669 1.75205 2.00046 0.109 0.049 -0.087
H 5.68863 1.76682 0.64994 -0.087 0.022 0.096
H 3.75932 1.29993 -0.91854 -0.056 -0.056 0.071
H 2.64485 1.51075 0.43841 -0.088 -0.068 -0.052
H 2.88999 3.54034 -1.02719 0.063 0.024 -0.064
H 4.58709 3.64068 -0.56762 0.023 0.018 -0.111
H 3.13386 5.19449 0.75411 -0.021 0.120 0.078
H 2.24384 3.81084 1.38982 -0.108 -0.015 0.088
H 3.94788 4.03245 1.79547 0.037 0.031 0.153
```
Forces are in eV/Å.

Here are the natural (NBO) charges for atoms 1 to 5, given in e: -0.608 -0.390 -0.415 -0.228 -0.611

DFT (the ωB97M-V functional and the def2-TZVPD basis) results for a 2-piece molecular cluster, C4H8O overall.

Structure (SMILES): C=CC.C=O
2S+1: 1
E_tot (eV): -6323.2455
Frontier orbital gap (eV): 10.6
Relative energy (zero: lowest compared OMol25 entry of this formula, charge and spin) (kcal/mol): 44.33

```
13
Properties=species:S:1:pos:R:3:forces:R:3
O 2.02572 -0.37178 -0.86331 0.041 0.163 0.306
C 1.37091 -1.32513 -1.15646 0.010 -1.005 -1.038
H 1.75485 -2.06472 -1.89627 0.052 0.079 0.188
H 0.34435 -1.57069 -0.80945 0.220 0.486 0.356
C -0.59522 1.11624 -0.47558 -0.795 0.222 -0.428
C -0.10058 0.49959 0.81685 -0.370 1.332 -0.900
C -0.88303 -0.16283 1.63951 -0.221 -0.301 1.412
H -0.91253 2.16736 -0.34904 0.502 -0.256 0.092
H -1.50274 0.64305 -0.85955 -0.128 -0.287 0.385
H 0.07587 1.05694 -1.33726 0.326 0.206 0.519
H 0.89646 0.80984 1.10978 0.091 -0.541 -0.049
H -0.51440 -0.52515 2.59385 0.263 0.080 -0.032
H -1.95965 -0.27273 1.58693 0.008 -0.179 -0.810
```
Forces are in eV/Å.

Here are the natural (NBO) charges for atoms 1 to 5, given in e: -0.497 0.287 0.098 0.119 -0.665

DFT (the ωB97M-V functional and the def2-TZVPD basis) results for C21H35FHfP2 as an isolated structure.

Charge: +2
2S+1: 1
E_tot (eV): -44925.4502
Frontier orbital gap (eV): 5.0
Relative energy (zero: lowest compared OMol25 entry of this formula, charge and spin) (kcal/mol): 0.00

```
60
Properties=species:S:1:pos:R:3:forces:R:3
P -0.35779 -2.39984 1.25367 1.329 0.726 -1.471
P -0.84095 1.99055 1.37710 1.413 -0.952 0.201
C -1.03610 -0.84042 0.49007 -0.916 -0.199 0.264
C -0.24223 0.50868 0.30546 -0.473 -0.159 0.487
H -1.91654 -0.63431 1.13123 0.138 -0.106 -0.343
H -1.44444 -1.17900 -0.48339 0.096 0.288 0.318
H 0.86221 0.41882 0.46623 -0.495 0.198 0.329
H -0.42003 0.89022 -0.74366 -0.121 -0.063 0.023
C -2.57088 2.38452 1.19316 -0.544 -0.017 -0.177
H -2.93043 2.86375 2.11395 0.184 -0.163 -0.155
H -3.17997 1.49692 0.99466 0.056 0.127 0.044
H -2.71153 3.09974 0.37455 0.093 -0.252 0.031
C 0.17225 3.36772 0.78950 -0.016 0.139 -0.005
H -0.35197 3.89756 -0.02096 0.169 -0.260 0.210
H 1.13855 3.00422 0.40910 -0.263 0.154 0.175
H 0.33603 4.07047 1.61929 -0.030 -0.175 -0.280
C -1.61464 -3.68010 1.43861 -0.613 -0.110 0.126
H -1.47729 -4.25559 2.36922 0.065 0.333 -0.268
H -1.55939 -4.39646 0.59323 0.114 0.561 0.370
H -2.62632 -3.24105 1.44713 0.364 -0.149 0.077
C 0.88246 -3.08488 0.11850 0.071 0.083 -0.111
H 1.68702 -2.34569 -0.08177 -0.351 -0.445 0.136
H 0.43669 -3.39946 -0.84004 0.130 0.212 0.387
H 1.33401 -3.96865 0.59704 -0.079 0.275 -0.117
Hf 1.18056 -0.14976 -1.99750 1.537 -0.195 3.797
C 1.38168 1.31539 -3.41383 0.492 0.602 -0.056
C -0.06449 1.21550 -3.09345 -1.063 0.414 0.381
C -1.00175 0.41666 -3.95863 -0.687 0.076 -0.827
C -0.50063 -1.02244 -4.26480 -1.178 -0.525 -0.650
C 0.33153 -1.67987 -3.18301 -1.027 0.199 -0.655
C 1.80198 -1.74981 -3.26504 0.533 -1.237 0.991
C 2.54379 -0.93236 -4.28744 0.478 0.099 -1.231
C 2.08292 0.56626 -4.51381 0.713 0.343 -1.620
C 0.59640 -1.87181 2.66941 0.047 0.011 0.724
H 1.92848 2.18424 -3.03918 -0.292 0.237 -0.193
H -0.53852 2.10062 -2.65617 0.244 0.149 -0.369
H -1.21468 0.93539 -4.91225 0.173 -0.231 0.120
H -1.99998 0.36400 -3.48601 0.387 -0.005 0.126
H -1.39345 -1.66632 -4.38271 0.278 0.381 -0.320
H 0.00391 -1.02380 -5.23633 0.030 -0.137 0.207
H -0.22316 -2.46641 -2.65129 0.486 -0.085 -0.245
H 2.28945 -2.69623 -2.98372 -0.201 0.327 -0.251
H 2.49096 -1.41696 -5.28246 0.015 0.222 0.273
H 3.62545 -0.93283 -4.05583 -0.466 -0.027 0.138
H 2.99730 1.15332 -4.74033 -0.436 -0.465 0.048
H 1.51310 0.59868 -5.45553 0.042 0.025 0.332
H 1.15766 -0.94980 2.39681 -0.423 -0.602 0.166
H 1.32475 -2.66319 2.90170 -0.236 0.248 0.099
H -0.03733 -1.67391 3.55209 0.334 -0.023 -0.342
F 0.25388 1.59714 7.21123 -0.294 -0.240 -1.913
C 0.03408 1.54858 5.85702 0.408 0.225 1.629
C 1.03998 2.01562 5.01526 -0.503 0.006 -0.374
C 0.75383 2.08801 3.65360 0.657 0.043 -0.301
C -0.48185 1.67814 3.13120 -0.148 -0.003 0.204
C -1.43757 1.14864 4.02311 -0.246 -0.155 0.008
C -1.18832 1.07245 5.39947 0.067 0.121 -0.638
H 1.98715 2.36954 5.40662 -0.148 -0.091 0.052
H 1.53570 2.47152 2.97739 -0.427 -0.111 0.445
H -2.40844 0.79425 3.65489 0.326 0.233 0.160
H -1.93313 0.69384 6.09762 0.205 0.125 -0.170
```
Forces are in eV/Å.

Here are the natural (NBO) charges for atoms 1 to 5, given in e: 1.559 1.575 -0.745 -0.768 0.253

DFT (the ωB97M-V functional and the def2-TZVPD basis) results for C41H50MnN3OSSi as an isolated structure.

Charge: +1
2S+1: 6
E_tot (eV): -99874.3618
Frontier orbital gap (alpha / beta) (eV): 6.5 / 7.0
Relative energy (zero: lowest compared OMol25 entry of this formula, charge and spin) (kcal/mol): 3.11
<S²>: 8.760

```
98
Properties=species:S:1:pos:R:3:forces:R:3
Mn 0.63693 0.15432 0.85654 1.014 -0.453 -0.453
C 3.07950 2.00046 2.57079 0.035 0.073 0.015
C 1.66100 2.26120 2.13496 0.058 0.036 -0.064
C 0.59923 1.74644 2.89665 -0.026 0.007 0.237
C 0.92440 1.07201 4.21078 0.138 -0.106 -0.072
C -0.73034 2.01421 2.52122 -0.100 0.090 0.212
C -1.87506 1.52609 3.36832 -0.045 -0.006 0.067
C -0.99356 2.86126 1.43743 -0.135 0.094 -0.111
C -2.41309 3.27157 1.10934 0.051 0.039 0.009
C 0.06796 3.41389 0.70692 0.072 0.087 -0.094
C -0.22855 4.44573 -0.36364 0.019 -0.024 0.035
C 1.39539 3.09967 1.04163 -0.007 0.072 -0.121
C 2.56554 3.72382 0.31638 -0.030 -0.011 -0.040
H 3.39152 2.74455 3.31167 -0.013 -0.037 0.000
H 3.77205 2.04963 1.73474 -0.044 0.032 0.054
H 3.18486 1.01683 3.02596 -0.009 0.005 0.005
H 1.42236 0.10963 4.07316 0.016 -0.043 -0.008
H 0.04529 0.90590 4.81927 0.010 0.005 0.050
H 1.60177 1.70598 4.78473 0.021 -0.020 -0.001
H -1.60005 0.69932 4.01174 -0.042 -0.005 0.005
H -2.69817 1.17942 2.75576 -0.129 -0.067 -0.080
H -2.24395 2.33922 4.00194 -0.013 -0.062 -0.016
H -3.14732 2.80330 1.75715 0.044 0.029 -0.042
H -2.68498 3.00264 0.08700 0.033 0.029 0.039
H -2.52734 4.35580 1.21053 0.006 -0.092 -0.005
H 0.37531 4.31287 -1.26102 0.021 -0.062 -0.008
H -0.00888 5.45281 0.01121 -0.033 -0.110 -0.037
H -1.27291 4.43496 -0.66813 0.098 -0.017 0.029
H 2.25820 4.40420 -0.47605 0.011 -0.062 0.081
H 3.19738 2.94470 -0.12192 -0.050 0.064 0.036
H 3.18817 4.29737 1.00980 -0.045 -0.061 -0.050
O 2.69912 0.37957 0.17454 0.043 0.036 -0.092
N 3.69970 -0.47161 0.39989 -0.237 0.063 0.031
C 4.95076 -0.06598 0.06647 -0.103 0.043 -0.040
C 6.02958 -0.88452 0.22244 0.092 -0.033 0.022
C 5.82234 -2.16934 0.74171 0.034 -0.056 -0.006
C 4.55564 -2.55628 1.09319 -0.052 -0.081 0.046
C 3.44616 -1.69476 0.94680 0.067 0.145 0.011
S 1.85723 -2.09575 1.42633 -0.154 0.197 0.077
H 5.01064 0.93840 -0.32818 -0.074 -0.023 0.032
H 7.01379 -0.52422 -0.04691 -0.079 -0.047 0.011
H 6.65949 -2.84742 0.86896 -0.111 0.060 0.006
H 4.35671 -3.53753 1.50772 0.038 0.108 -0.028
C 1.90063 1.41622 -4.17841 -0.121 -0.175 0.145
C 1.85968 1.48717 -2.62551 -0.139 -0.251 -0.085
N 0.96760 0.45623 -2.09288 -0.084 0.240 -0.273
C 1.50858 -0.86392 -2.42228 0.081 0.267 -0.058
C 1.63527 -1.03840 -3.95690 -0.111 0.170 0.098
N 1.08185 0.21654 -4.59726 0.010 0.021 0.390
C -0.36089 0.40208 -4.19203 0.155 -0.016 0.130
C -0.37717 0.61498 -2.65829 0.264 0.010 -0.044
H 2.90497 1.27597 -4.56952 0.045 -0.045 -0.027
H 1.46009 2.28937 -4.65403 -0.061 0.005 -0.029
H 1.51086 2.46410 -2.30507 -0.070 0.117 0.040
H 2.84772 1.33014 -2.19814 0.006 -0.019 0.018
H 0.85298 -1.61773 -2.01344 -0.110 -0.112 0.046
H 2.47875 -0.96724 -1.94097 0.020 0.033 0.000
H 1.05543 -1.88309 -4.32698 -0.065 0.029 -0.011
H 2.66461 -1.14046 -4.29128 0.058 0.034 -0.041
H 1.12966 0.11951 -5.60421 0.014 -0.019 -0.189
H -0.89738 -0.49936 -4.48458 0.015 -0.057 0.002
H -0.75566 1.24811 -4.74979 0.040 0.047 -0.037
H -1.02941 -0.12470 -2.20524 -0.003 0.022 0.000
H -0.75031 1.60814 -2.39967 0.054 -0.023 -0.034
C -1.50357 -3.92955 -3.57836 0.051 0.008 0.054
C -2.51315 -2.99516 -3.38792 0.016 0.060 0.106
C -2.53174 -2.20506 -2.23641 0.109 -0.094 -0.051
C -1.54375 -2.32147 -1.24792 0.059 -0.071 -0.279
C -0.55435 -3.29843 -1.44845 -0.104 -0.135 0.001
C -0.52892 -4.08874 -2.59513 0.017 0.059 0.063
Si -1.45993 -1.19314 0.29284 -0.714 -0.093 0.405
C -1.59880 -2.43271 1.72871 0.235 -0.100 0.235
C -2.14762 -3.70982 1.57585 -0.032 -0.025 -0.024
C -2.24682 -4.59086 2.64799 0.000 0.038 -0.022
C -1.80577 -4.21161 3.90988 0.004 0.033 0.008
C -1.26030 -2.94697 4.09546 -0.047 0.000 -0.127
C -1.15616 -2.08114 3.01162 -0.114 -0.281 -0.088
C -3.18049 -0.35539 0.31499 -0.150 0.148 -0.118
C -3.59731 0.53836 -0.68406 -0.066 0.085 0.137
C -4.85703 1.13070 -0.67344 0.091 -0.102 0.034
C -5.74322 0.85376 0.36055 0.031 -0.043 0.023
C -5.35775 -0.01977 1.36960 0.088 -0.003 -0.022
C -4.09959 -0.61914 1.33881 -0.074 0.047 -0.022
H -1.49332 -4.55002 -4.46834 0.003 0.026 0.073
H -3.30673 -2.89773 -4.12151 0.047 0.013 0.032
H -3.34498 -1.49742 -2.10370 0.071 -0.081 -0.011
H 0.20587 -3.45327 -0.68114 -0.084 0.051 -0.120
H 0.24790 -4.83892 -2.71478 -0.090 0.048 0.015
H -2.50791 -4.02481 0.59911 0.042 0.009 0.114
H -2.66923 -5.57896 2.49843 0.017 0.076 0.004
H -1.88333 -4.89955 4.74494 0.005 0.047 -0.068
H -0.90941 -2.64309 5.07669 -0.017 -0.013 -0.087
H -0.71220 -1.10894 3.17295 0.115 0.180 0.007
H -2.92266 0.79605 -1.49748 -0.028 -0.024 0.044
H -5.14979 1.80649 -1.46989 0.032 -0.021 0.031
H -6.72801 1.30757 0.37499 0.075 -0.018 0.004
H -6.04139 -0.24391 2.18256 0.062 0.005 -0.076
H -3.83018 -1.31131 2.13116 -0.039 0.056 -0.059
```
Forces are in eV/Å.

Here are the Löwdin charges for atoms 1 to 5, given in e: 0.708 -0.035 -0.241 -0.241 -0.027

DFT (the ωB97M-V functional and the def2-TZVPD basis) results for one molecule with the formula CH3NOP2S.

2S+1: 1
E_tot (eV): -34032.8846
Frontier orbital gap (alpha / beta) (eV): 6.6 / 6.6
Relative energy (zero: lowest compared OMol25 entry of this formula, charge and spin) (kcal/mol): 84.17

```
9
Properties=species:S:1:pos:R:3:forces:R:3
C 0.47182 0.92114 1.17819 -0.870 -0.803 -0.797
N 1.47251 0.10998 1.19957 1.072 -1.655 -0.518
O 0.63843 0.91736 -1.54082 -1.810 2.165 0.800
P -1.00932 0.98427 0.23854 1.371 -1.674 -1.754
P 1.18252 -0.43709 -1.84925 0.037 -2.083 -0.347
S 1.71421 -1.17485 0.22368 -0.372 -0.120 -0.460
H 0.72100 1.66013 1.85736 -0.513 2.079 1.342
H -1.04157 -0.46784 -0.26332 0.104 1.721 0.933
H -0.00057 -1.25663 -2.35313 0.981 0.371 0.802
```
Forces are in eV/Å.

Here are the natural (NBO) charges for atoms 1 to 5, given in e: -0.360 -0.536 -1.039 0.646 0.988

DFT (the ωB97M-V functional and the def2-TZVPD basis) results for one molecule with the formula C6H7NO2S.

2S+1: 1
E_tot (eV): -22752.7654
Frontier orbital gap (eV): 7.2
Relative energy (zero: lowest compared OMol25 entry of this formula, charge and spin) (kcal/mol): 72.35

```
17
Properties=species:S:1:pos:R:3:forces:R:3
C -2.24631 -0.91120 0.23886 -0.236 -2.383 -0.227
C -0.72276 2.30726 0.13826 -0.446 1.155 0.062
C 1.36801 -0.72429 0.24124 -0.888 0.358 0.923
C -1.10128 -1.52600 -0.55302 -0.009 0.234 -0.364
C -1.06119 0.95332 0.02928 0.067 0.356 -0.416
C 2.56188 0.10968 -0.02553 -0.965 0.038 -0.139
N -2.17761 0.31442 0.45708 -0.372 1.033 1.361
O 0.29732 2.82781 -0.34324 -0.390 -0.485 0.415
O 1.10800 -1.55369 1.06433 0.822 0.733 -0.893
S -0.04388 -0.12561 -0.96031 0.150 -0.258 0.623
H -2.97318 -1.65851 0.64580 0.223 1.245 -0.421
H -1.51108 2.94710 0.70164 1.017 -0.874 -0.686
H -0.47367 -2.14279 0.16182 -0.838 -0.067 -1.407
H -1.43811 -1.85489 -1.56147 0.280 -0.840 1.059
H 3.42706 -0.39961 0.29715 1.222 -0.629 -0.131
H 2.52685 1.02997 0.53354 -0.439 0.460 0.389
H 2.45994 0.40702 -1.06544 0.802 -0.076 -0.148
```
Forces are in eV/Å.

Here are the natural (NBO) charges for atoms 1 to 5, given in e: 0.013 0.332 0.535 -0.639 -0.316

Max |F| readings, ordered: 0.79; 1.65; 4.10; 1.20; 2.93; 2.41 eV/A